[1]
Formula: C5H9Cl2
Source: the Open Molecules 2025 dataset
Level of theory: ωB97M-V with the def2-TZVPD basis set

Positions of all 16 atoms, in Å:
Cl1 -1.82 -5.37 -1.78
H1 -1.70 1.14 -1.04
C1 -0.90 0.78 -0.39
C2 0.28 0.02 -0.81
C3 0.82 -0.31 0.58
C4 1.05 1.17 0.96
C5 -0.30 1.81 0.54
Cl2 2.42 1.69 0.01
H2 -1.38 -0.03 0.13
H3 -0.70 -4.79 -1.74
H4 0.48 -0.58 -1.72
H5 -0.05 -0.76 1.09
H6 1.65 -0.99 0.77
H7 1.30 1.38 2.00
H8 -0.20 2.77 0.01
H9 -0.94 2.07 1.39

Results
**⟨S²⟩**: 0.754
**2S+1**: 2
**E**: -1116.19993 Eh
**Charge**: 0
**HOMO level (spin up / spin down)**: -7.8 / -10.5 eV
**E_LUMO (spin up / spin down)**: 0.66 / 0.41 eV

Atomic partial charges in e from the Löwdin method, atoms 1 to 4: 0.278, 0.119, -0.249, -0.117

[2]
Formula: C44H102F15N6O21S5
Source: the Open Molecules 2025 dataset
Level of theory: ωB97M-V with the def2-TZVPD basis set

Positions of all 193 atoms, in Å:
C1 1.67 -5.59 -1.72
C2 1.71 -6.52 -3.03
N1 0.45 -7.41 -3.32
C3 0.29 -8.32 -2.09
C4 -0.80 -6.44 -3.27
C5 -0.89 -5.50 -4.42
C6 0.64 -8.25 -4.68
C7 -0.53 -9.29 -4.97
O1 -1.71 -8.58 -5.14
C8 -2.83 -9.47 -5.08
H1 1.30 -6.00 -0.79
H2 1.18 -4.64 -1.93
H3 2.70 -5.32 -1.48
H4 2.56 -7.21 -3.02
H5 1.74 -5.84 -3.88
H6 0.04 -7.68 -1.25
H7 1.23 -8.87 -2.00
H8 -0.58 -8.98 -2.10
H9 -0.79 -5.85 -2.35
H10 -1.72 -7.02 -3.21
H11 0.07 -5.09 -4.73
H12 -1.50 -4.61 -4.28
H13 -1.25 -6.03 -5.31
H14 1.63 -8.69 -4.73
H15 0.66 -7.40 -5.36
H16 -0.63 -9.96 -4.11
H17 -0.37 -9.83 -5.90
H18 -3.73 -8.88 -5.28
H19 -2.88 -9.94 -4.10
H20 -2.83 -10.31 -5.77
C9 0.67 3.27 3.43
C10 1.95 3.35 4.33
N2 3.14 3.98 3.63
C11 2.82 5.47 3.33
C12 4.45 3.81 4.42
C13 4.37 4.60 5.77
C14 3.53 3.42 2.25
C15 4.00 2.00 2.05
O2 2.95 1.11 2.28
C16 3.32 -0.28 2.04
H21 0.13 4.22 3.41
H22 -0.07 2.67 3.96
H23 0.84 2.90 2.42
H24 2.23 2.30 4.47
H25 1.78 3.77 5.32
H26 3.70 5.97 2.92
H27 2.41 5.87 4.26
H28 1.95 5.40 2.67
H29 5.33 4.07 3.83
H30 4.39 2.74 4.61
H31 4.24 5.66 5.58
H32 5.20 4.17 6.34
H33 3.48 4.24 6.27
H34 4.28 4.12 1.90
H35 2.64 3.50 1.62
H36 4.83 1.83 2.74
H37 4.41 1.88 1.05
H38 2.45 -0.87 2.31
H39 4.14 -0.60 2.68
H40 3.62 -0.46 1.00
C17 -0.55 -1.93 4.38
C18 -1.13 -1.54 5.80
N3 -2.19 -2.53 6.35
C19 -2.55 -2.04 7.77
C20 -3.47 -2.43 5.33
C21 -3.82 -0.97 4.97
C22 -1.69 -4.05 6.54
C23 -2.65 -4.91 7.30
O3 -3.90 -4.89 6.60
C24 -4.90 -5.66 7.23
H41 -0.04 -2.90 4.35
H42 0.23 -1.24 4.09
H43 -1.32 -2.06 3.62
H44 -1.44 -0.50 5.68
H45 -0.35 -1.59 6.56
H46 -3.57 -2.34 8.02
H47 -2.57 -0.95 7.71
H48 -1.86 -2.38 8.54
H49 -4.34 -2.87 5.82
H50 -3.29 -2.85 4.34
H51 -4.83 -0.85 4.58
H52 -3.13 -0.52 4.25
H53 -3.91 -0.24 5.77
H54 -0.72 -3.95 7.04
H55 -1.67 -4.28 5.48
H56 -2.74 -4.57 8.33
H57 -2.20 -5.91 7.29
H58 -4.59 -6.64 7.57
H59 -5.80 -5.78 6.62
H60 -5.22 -5.15 8.14
C25 -0.95 -0.60 1.19
N4 -0.84 -0.64 -0.33
C26 -0.98 -2.10 -0.71
C27 -2.02 0.15 -0.87
C28 0.57 -0.22 -0.83
C29 1.10 1.13 -0.41
O4 0.31 2.14 -1.01
H61 -0.94 0.45 1.49
H62 -0.20 -1.19 1.73
H63 -1.91 -1.04 1.44
H64 -0.17 -2.60 -0.19
H65 -0.93 -2.14 -1.80
H66 -1.91 -2.53 -0.35
H67 -2.07 -0.15 -1.91
H68 -1.81 1.21 -0.74
H69 -2.92 -0.13 -0.32
H70 0.60 -0.28 -1.92
H71 1.19 -1.04 -0.47
H72 2.15 1.21 -0.70
H73 1.00 1.30 0.67
H74 0.45 2.97 -0.53
C30 2.99 3.10 -3.66
N5 3.95 3.96 -4.46
C31 5.32 3.17 -4.45
C32 3.56 4.14 -5.90
C33 4.06 5.37 -3.79
C34 5.11 6.41 -4.29
O5 6.41 6.11 -4.00
H75 2.93 2.17 -4.23
H76 2.01 3.59 -3.61
H77 3.43 2.96 -2.68
H78 5.55 2.93 -3.42
H79 5.99 3.91 -4.89
H80 5.25 2.28 -5.07
H81 4.28 4.78 -6.41
H82 2.56 4.56 -5.91
H83 3.51 3.10 -6.24
H84 4.21 5.35 -2.71
H85 3.12 5.84 -4.10
H86 4.89 7.38 -3.84
H87 5.00 6.49 -5.38
H88 6.88 6.89 -3.68
C35 -3.03 3.77 -2.00
N6 -2.54 4.67 -3.16
C36 -1.26 3.96 -3.70
C37 -3.62 4.72 -4.27
C38 -2.14 6.13 -2.80
C39 -2.84 6.82 -1.56
O6 -4.22 6.85 -1.72
H89 -3.18 2.75 -2.34
H90 -3.96 4.28 -1.75
H91 -2.36 3.97 -1.16
H92 -0.59 3.97 -2.84
H93 -0.78 4.59 -4.45
H94 -1.58 2.97 -4.02
H95 -3.97 3.71 -4.43
H96 -3.04 5.08 -5.12
H97 -4.35 5.44 -3.90
H98 -2.22 6.71 -3.72
H99 -1.07 6.07 -2.57
H100 -2.49 7.86 -1.53
H101 -2.57 6.49 -0.56
H102 -4.53 7.58 -1.17
C40 -4.24 0.42 -3.83
F1 -3.00 0.74 -3.98
F2 -4.85 1.21 -2.96
F3 -4.85 0.58 -5.01
S1 -4.55 -1.39 -3.41
O7 -3.70 -2.08 -4.40
O8 -3.96 -1.50 -2.05
O9 -5.98 -1.75 -3.48
C41 1.11 7.26 -0.27
F4 1.86 8.12 -0.98
F5 1.35 7.53 1.05
F6 -0.17 7.55 -0.62
S2 1.66 5.42 -0.73
O10 3.04 5.31 -0.38
O11 0.72 4.45 0.01
O12 1.53 5.36 -2.22
C42 4.64 -0.50 -2.39
F7 3.67 -0.61 -3.29
F8 5.84 -0.37 -2.96
F9 4.36 0.53 -1.61
S3 4.86 -2.13 -1.16
O13 5.63 -3.11 -1.93
O14 5.66 -1.62 -0.05
O15 3.54 -2.58 -0.79
C43 -2.49 -5.86 0.69
F10 -3.49 -6.60 1.26
F11 -1.51 -6.57 0.15
F12 -3.06 -5.17 -0.27
S4 -1.81 -4.59 2.02
O16 -0.44 -4.21 1.59
O17 -2.77 -3.49 2.09
O18 -1.84 -5.32 3.28
C44 -2.98 2.41 2.24
F13 -1.81 2.40 1.54
F14 -3.59 1.25 2.17
F15 -2.83 2.66 3.54
S5 -4.26 3.67 1.51
O19 -5.33 3.75 2.50
O20 -3.47 4.86 1.28
O21 -4.71 3.06 0.24

Results
**E**: -7134.65377 Eh
**Charge**: +1
**HOMO level**: -9.3 eV
**E_LUMO**: -1.81 eV

Atomic partial charges in e from the Löwdin method, atoms 1 to 4: -0.027, -0.105, -0.205, 0.012

[3]
Formula: C2Cl2F2
Source: the Open Molecules 2025 dataset
Level of theory: ωB97M-V with the def2-TZVPD basis set

Positions of all 6 atoms, in Å:
F1 -0.87 0.63 1.36
C1 -0.16 0.58 0.24
Cl1 0.33 2.11 -0.32
C2 0.16 -0.57 -0.33
F2 1.00 -0.74 -1.34
Cl2 -0.45 -2.02 0.39

Results
**SMILES**: F/C(Cl)=C(/F)Cl
**E**: -1196.28340 Eh
**Charge**: 0
**HOMO level**: -9.7 eV
**E_LUMO**: 0.73 eV

Atomic partial charges in e from the Löwdin method, atoms 1 to 4: 0.024, -0.810, 0.757, -0.751

[4]
Formula: H3IN2
Source: the Open Molecules 2025 dataset
Level of theory: ωB97M-V with the def2-TZVPD basis set

Positions of all 6 atoms, in Å:
H1 -0.45 1.18 -0.87
N1 -0.30 0.38 -0.24
N2 0.09 -0.61 -0.85
H2 0.22 -1.41 -0.21
I1 0.40 -0.29 2.89
H3 0.07 0.31 1.45

Results
**SMILES**: [H]/N=N/[H].I
**E**: -408.93512 Eh
**Charge**: 0
**HOMO level**: -9.5 eV
**E_LUMO**: -0.05 eV

Atomic partial charges in e from the Löwdin method, atoms 1 to 4: 0.080, -0.084, 0.029, 0.039